89
Properties=species:S:1:pos:R:3:mulliken_spin:R:1 method="wB97M-V/def2-TZVPD" orbital_gap_ev="7.5 / 6.7" multiplicity=3 total_charge=+1
Pt -4.52 -19.86 -3.69 1.54
C -2.43 -21.78 -1.58 0.03
C -1.89 -21.30 -2.87 0.00
C -0.57 -21.48 -3.36 0.00
C -0.51 -20.81 -4.59 0.03
C 0.59 -20.72 -5.61 0.00
N -1.71 -20.22 -4.75 -0.03
N -2.57 -20.53 -3.77 0.11
B -2.20 -19.49 -6.04 0.01
N -2.88 -18.13 -5.62 -0.02
N -4.15 -18.12 -5.07 0.15
C -4.66 -16.90 -5.22 -0.01
C -6.01 -16.46 -4.69 0.00
C -3.73 -16.10 -5.82 0.01
C -2.62 -16.88 -6.06 0.00
C -1.27 -16.54 -6.69 0.00
N -3.13 -20.30 -6.93 0.01
N -3.02 -21.67 -6.75 0.00
C -3.47 -22.23 -7.86 0.00
C -3.45 -23.67 -8.00 0.00
C -3.85 -21.24 -8.81 0.00
C -3.57 -20.06 -8.18 0.00
C -3.59 -18.66 -8.71 0.00
H -2.81 -20.96 -0.92 0.00
H -1.75 -22.41 -1.04 0.00
H -3.25 -22.42 -1.81 0.00
H 0.25 -21.97 -2.84 0.00
H 1.37 -21.37 -5.26 0.00
H 0.91 -19.70 -5.70 0.00
H 0.22 -21.13 -6.59 0.00
H -1.29 -19.11 -6.71 0.00
H -5.95 -16.17 -3.62 0.00
H -6.79 -17.23 -4.76 0.00
H -6.32 -15.56 -5.25 0.00
H -3.88 -15.06 -6.11 0.00
H -1.30 -15.47 -6.87 0.00
H -1.16 -16.95 -7.69 0.00
H -0.46 -16.79 -6.02 0.00
H -2.88 -24.15 -7.22 0.00
H -2.97 -23.95 -8.95 0.00
H -4.44 -24.11 -8.00 0.00
H -4.25 -21.32 -9.83 0.00
H -3.85 -18.71 -9.78 0.00
H -2.61 -18.20 -8.69 0.00
H -4.29 -17.99 -8.22 0.00
C -11.24 -21.45 -5.65 0.00
C -10.02 -22.07 -6.32 0.00
C -10.24 -22.26 -7.79 0.00
C -9.79 -23.46 -5.64 0.00
C -8.70 -21.28 -5.94 0.00
C -7.53 -21.44 -6.62 0.01
C -6.35 -21.03 -5.99 -0.03
N -6.38 -20.43 -4.82 0.12
C -7.50 -20.17 -4.18 0.06
C -8.71 -20.64 -4.67 0.00
C -7.39 -19.31 -2.95 -0.05
C -8.42 -18.65 -2.34 0.00
C -8.09 -17.71 -1.36 0.01
C -6.75 -17.55 -0.99 0.01
C -5.80 -18.28 -1.61 0.01
N -6.13 -19.13 -2.58 0.01
C -9.17 -16.88 -0.64 0.00
C -10.52 -16.88 -1.34 0.00
C -9.32 -17.38 0.82 0.00
C -8.71 -15.41 -0.67 0.00
H -12.13 -21.95 -6.04 0.00
H -11.28 -20.38 -5.97 0.00
H -11.22 -21.54 -4.52 0.00
H -11.15 -22.85 -7.89 0.00
H -9.39 -22.78 -8.24 0.00
H -10.42 -21.30 -8.25 0.00
H -10.61 -24.10 -5.89 0.00
H -9.71 -23.41 -4.57 0.00
H -8.89 -23.96 -6.06 0.00
H -7.41 -22.07 -7.50 0.00
H -5.39 -21.27 -6.36 0.01
H -9.57 -20.58 -4.02 0.00
H -9.42 -18.79 -2.67 0.00
H -6.42 -16.82 -0.27 0.00
H -4.75 -18.22 -1.34 0.01
H -10.96 -17.87 -1.28 0.00
H -10.41 -16.64 -2.38 0.00
H -11.17 -16.19 -0.82 0.00
H -9.71 -18.41 0.84 0.00
H -9.98 -16.77 1.46 0.00
H -8.35 -17.38 1.30 0.00
H -8.39 -15.13 -1.66 0.00
H -7.89 -15.24 0.04 0.00
H -9.52 -14.74 -0.40 0.00